(1)
49
Properties=species:S:1:pos:R:3:forces:R:3 method="wB97M-V/def2-TZVPD" homo_energy_ev=-8.62 total_energy_ha=-1019.60885 homo_lumo_gap_ev=9.5 e_lumo_ev=0.9 e_above_lowest_kj_mol=322.7 largest_force_ev_per_a=0.4 smiles=c1ccc(CN2CCOCCOCCOCCOCC2)cc1 spin_multiplicity=1
C 0.109313 2.256984 3.395284 -0.051 0.028 0.062
C 0.089401 3.283045 2.467206 -0.073 0.074 0.053
C 0.659264 3.101219 1.218485 0.084 -0.041 -0.005
C 1.248544 1.890090 0.876535 0.096 0.129 0.008
C 1.832590 1.663356 -0.492161 -0.066 -0.053 -0.062
N 0.926894 0.883179 -1.341115 0.247 0.176 0.009
C -0.281124 1.628071 -1.675349 -0.285 -0.227 0.040
C -1.572582 0.783128 -1.618876 0.004 0.161 -0.111
O -2.499692 1.302353 -0.679441 -0.141 0.164 -0.188
C -2.376776 0.769406 0.618655 -0.176 -0.394 0.113
C -2.902704 -0.675891 0.706769 0.012 0.427 0.036
O -1.940046 -1.661611 0.399773 0.094 -0.135 -0.229
C -1.168062 -2.095735 1.499118 0.151 -0.310 0.004
C -0.291427 -3.274300 1.052914 -0.262 0.236 0.216
O 1.026451 -2.929353 0.705253 0.228 -0.123 -0.029
C 1.185011 -2.056386 -0.396733 -0.075 0.042 -0.180
C 0.733136 -2.648862 -1.741588 -0.034 -0.171 0.358
O 1.379362 -2.060180 -2.846787 0.132 0.072 0.059
C 0.939183 -0.781771 -3.248137 0.239 0.252 -0.139
C 1.622343 0.391122 -2.520894 -0.114 -0.215 -0.148
C 1.284469 0.873319 1.824905 0.001 0.062 -0.023
C 0.717265 1.054482 3.074208 0.022 -0.099 0.036
H -0.336187 2.396980 4.369035 -0.031 0.015 0.082
H -0.368430 4.229254 2.715275 -0.041 0.077 0.024
H 0.654342 3.916626 0.508010 -0.006 0.040 -0.096
H 2.756484 1.089479 -0.384914 -0.005 0.075 -0.056
H 2.083178 2.631591 -0.958764 0.063 -0.048 0.043
H -0.186408 2.093608 -2.667745 0.053 0.048 0.054
H -0.416293 2.431355 -0.948881 -0.046 -0.047 -0.121
H -1.337985 -0.253818 -1.370680 0.055 0.034 -0.110
H -2.091114 0.814586 -2.580958 0.056 -0.067 0.029
H -1.337160 0.813815 0.964739 -0.013 0.012 0.093
H -2.988508 1.416366 1.251732 0.076 -0.063 0.042
H -3.315716 -0.858668 1.707578 -0.002 -0.010 -0.020
H -3.701396 -0.794398 -0.031767 -0.001 0.078 0.129
H -0.536675 -1.286717 1.889998 -0.012 -0.060 0.006
H -1.841489 -2.425310 2.304874 0.048 0.031 -0.046
H -0.804117 -3.783417 0.227220 -0.026 -0.021 0.088
H -0.172530 -3.974966 1.882528 -0.117 0.025 -0.074
H 2.263146 -1.881878 -0.446251 -0.058 0.107 -0.089
H 0.675122 -1.101923 -0.230078 0.114 -0.137 0.049
H -0.357597 -2.565980 -1.848705 0.053 -0.050 -0.028
H 1.019346 -3.704645 -1.778635 -0.121 0.061 0.095
H 1.218486 -0.726494 -4.305395 -0.127 0.082 0.097
H -0.149894 -0.706292 -3.172710 -0.033 -0.026 -0.056
H 2.612234 0.040018 -2.221925 0.008 0.026 -0.061
H 1.763391 1.207855 -3.251812 0.027 -0.025 0.036
H 1.765337 -0.062757 1.583340 0.044 -0.150 -0.045
H 0.753871 0.255870 3.801395 0.009 -0.064 0.057

***

(2)
49
Properties=species:S:1:pos:R:3:forces:R:3 method="wB97M-V/def2-TZVPD" homo_energy_ev=-8.92 total_energy_ha=-1019.62657 homo_lumo_gap_ev=9.5 e_lumo_ev=0.6 e_above_lowest_kj_mol=276.2 largest_force_ev_per_a=0.8 smiles="CCO[C@@H]1OC(C(=O)NC2CC2)=C[C@H](C2CC2)[C@H]1CCCO" spin_multiplicity=1
C 2.762113 1.575057 0.485198 -0.283 0.011 0.227
C 1.805662 1.939645 1.616033 0.307 0.029 -0.018
O 0.441070 1.682021 1.339060 -0.226 -0.170 -0.132
C 0.054851 0.342372 1.302864 -0.196 -0.001 0.810
O 0.455019 -0.295432 0.108692 -0.066 -0.087 -0.398
C -0.258325 0.103078 -1.005021 -0.578 0.273 0.142
C 0.405806 -0.174744 -2.310813 0.191 -0.077 -0.039
O -0.091316 0.141211 -3.375871 -0.098 0.055 -0.087
N 1.595399 -0.803137 -2.191728 0.207 -0.152 0.391
C 2.408164 -1.154708 -3.304320 0.035 0.002 -0.269
C 3.899587 -1.052965 -3.191442 0.040 0.150 -0.077
C 3.237610 -2.400906 -3.251496 -0.094 -0.111 -0.073
C -1.450185 0.694101 -0.946894 0.223 -0.225 0.013
C -2.172300 0.975608 0.331813 0.247 0.232 0.260
C -2.298144 2.473315 0.547381 -0.048 -0.102 -0.071
C -3.424082 3.217823 -0.101526 0.033 0.073 -0.169
C -3.425655 3.002236 1.381584 0.029 0.024 0.192
C -1.466314 0.266571 1.504495 0.086 -0.071 -0.327
C -1.951995 -1.185859 1.609424 0.166 0.146 0.233
C -1.358970 -1.984758 2.778178 0.080 -0.269 -0.259
C -0.261692 -2.957047 2.335617 -0.171 0.352 -0.086
O 0.270933 -3.697149 3.408836 0.180 -0.173 0.408
H 2.838073 0.496132 0.378265 0.068 -0.041 -0.052
H 3.748647 1.975712 0.704208 0.122 0.043 0.010
H 2.407356 1.995753 -0.452572 0.007 0.025 -0.114
H 2.096823 1.412797 2.537898 -0.052 0.115 -0.050
H 1.838319 3.016261 1.800857 0.080 -0.126 0.067
H 0.583579 -0.212961 2.095312 -0.069 0.092 -0.160
H 1.915491 -1.041795 -1.265606 -0.104 0.079 -0.027
H 1.923775 -0.873611 -4.230185 0.133 -0.071 0.014
H 4.457490 -0.711135 -4.048744 0.018 0.019 -0.103
H 4.315356 -0.735223 -2.246959 -0.039 0.014 0.132
H 3.339897 -2.988415 -4.150080 -0.005 -0.019 -0.101
H 3.208569 -2.990414 -2.347386 -0.036 0.007 0.128
H -1.911401 0.993768 -1.873735 0.052 -0.020 -0.192
H -3.187449 0.569318 0.245618 0.000 -0.003 0.029
H -1.343771 2.974230 0.624057 -0.083 0.101 -0.005
H -3.235343 4.210838 -0.478858 0.039 0.084 0.014
H -4.129839 2.657370 -0.695841 -0.070 -0.124 -0.028
H -4.133001 2.295655 1.789987 -0.065 -0.127 -0.010
H -3.238079 3.847073 2.026352 0.040 0.084 0.009
H -1.694754 0.797247 2.433491 0.023 -0.044 -0.014
H -3.037408 -1.154384 1.718624 0.003 0.003 -0.100
H -1.733421 -1.699958 0.671247 -0.089 -0.028 -0.106
H -2.142948 -2.571830 3.260254 0.056 0.020 0.078
H -0.957868 -1.300870 3.532282 0.020 0.010 0.092
H -0.678856 -3.700682 1.652680 0.017 0.124 -0.051
H 0.536269 -2.417911 1.805729 -0.107 -0.066 -0.061
H 0.603552 -3.085549 4.075347 -0.023 -0.060 -0.067

***

(3)
58
Properties=species:S:1:pos:R:3:forces:R:3 method="wB97M-V/def2-TZVPD" homo_energy_ev=-7.47 total_energy_ha=-1666.20016 homo_lumo_gap_ev=6.2 e_lumo_ev=-1.3 e_above_lowest_kj_mol=0.0 largest_force_ev_per_a=1.1 spin_multiplicity=1
Rb 0.952833 3.235978 -3.615247 -0.618 -0.602 0.632
C -0.343645 0.646176 -0.788690 0.042 0.699 -0.139
O -0.371883 1.494650 -1.859791 0.788 0.451 -0.646
H -1.361199 0.463792 -0.386755 0.025 -0.312 0.050
H 0.125456 -0.333394 -1.010831 -0.162 -0.154 0.205
H 0.242498 1.046184 0.074893 -0.030 -0.136 0.024
C 3.892862 -1.437266 -2.632494 -0.524 -0.545 0.032
C 2.566757 -1.829472 -1.997418 0.061 0.110 -0.143
C 1.390459 -1.925863 -2.986635 0.584 0.174 -0.041
O 0.938669 -3.269130 -2.873283 -0.141 0.010 0.163
C 1.724366 -3.962230 -2.012016 -0.149 0.292 -0.111
O 1.593142 -5.113386 -1.774066 0.006 -0.286 0.133
O 2.651861 -3.154590 -1.461316 0.144 -0.060 -0.030
H 3.806160 -0.432459 -3.044483 0.213 0.135 0.196
H 4.119028 -2.112774 -3.460098 0.034 -0.032 0.041
H 4.668786 -1.534446 -1.876469 0.177 0.316 -0.128
H 2.343742 -1.160719 -1.164652 -0.107 -0.016 -0.017
H 1.732006 -1.781163 -4.012564 -0.084 0.102 -0.030
H 0.614446 -1.205841 -2.738072 -0.209 -0.121 -0.149
C -3.091002 -0.003554 2.793078 -0.219 -0.166 0.327
C -1.856752 0.841112 2.680370 0.634 -0.283 0.160
C -1.706647 1.927053 3.763995 -0.191 -0.081 -0.617
O -0.429059 1.676884 4.338557 -0.004 0.090 0.227
C 0.116304 0.541243 3.837275 -0.519 0.159 -0.283
O 1.175332 0.118826 4.155188 0.390 -0.151 0.148
O -0.700878 -0.014076 2.924511 -0.137 0.255 0.077
H -3.103200 -0.498637 3.768035 0.027 0.040 -0.022
H -3.105968 -0.780707 2.031995 -0.064 0.078 -0.115
H -3.995076 0.603757 2.730839 0.029 0.020 -0.189
H -1.707049 1.227781 1.674392 -0.171 0.166 -0.025
H -2.504795 1.863052 4.504921 0.210 -0.083 0.197
H -1.708540 2.926039 3.329844 -0.009 0.013 0.058
C -1.710439 -3.942628 -0.071995 0.200 0.825 0.094
C -2.435589 -3.706559 -1.371191 -0.110 -0.362 0.189
C -2.094113 -2.437124 -2.116044 -0.087 0.723 0.223
O -2.215158 -2.821000 -3.482936 0.095 0.107 -0.047
C -2.055350 -4.164375 -3.566283 -0.026 -0.137 0.373
O -1.924014 -4.768683 -4.576395 0.007 -0.053 -0.278
O -2.089894 -4.722376 -2.332776 0.000 0.198 -0.166
H -1.743142 -3.032128 0.540897 -0.215 -0.058 -0.080
H -0.648908 -4.102275 -0.261562 -0.066 -0.426 0.025
H -2.179794 -4.734000 0.502647 0.265 -0.257 -0.035
H -3.516202 -3.787579 -1.209914 0.018 0.132 -0.079
H -1.097412 -2.038084 -1.925738 0.158 -0.441 0.046
H -2.754227 -1.600249 -1.881976 -0.272 -0.210 -0.243
C 3.017265 4.437572 1.796396 -0.035 0.122 0.371
C 1.690601 4.349424 1.088915 0.195 -0.188 0.473
C 0.575974 3.661771 1.873738 0.883 -0.026 0.002
O -0.593990 4.353915 1.445561 0.024 -0.223 -0.273
C -0.222181 5.490952 0.804965 0.061 -0.214 0.423
O -0.976178 6.239808 0.286307 -0.157 0.322 -0.119
O 1.124477 5.647690 0.875481 -0.086 -0.007 -0.550
H 2.941156 5.076429 2.678488 -0.055 0.081 -0.095
H 3.787116 4.833642 1.137520 0.048 -0.011 0.030
H 3.320734 3.455345 2.164089 0.007 -0.063 -0.215
H 1.838385 3.857188 0.121702 -0.234 0.055 -0.073
H 0.712283 3.788075 2.950187 -0.091 0.005 -0.010
H 0.579557 2.602435 1.616901 -0.556 0.024 0.028